No. 1
Here is a structure of composition C38H39N5O9PTeY from the Open Molecules 2025 dataset. Energies are from ωB97M-V/def2-TZVPD.

Calculated values
* energy: -83539.950 eV
* energy relative to the best compared isomer or geometry (same formula, charge and spin): 0.0000 eV
* HOMO level: -7.969 eV
* net charge: 0

Geometry (Å):
Y -0.318 -2.138 -0.829
N 1.446 -3.927 -0.219
C 0.992 -5.259 0.221
C 0.229 -5.187 1.555
C -1.240 -5.621 1.498
C -2.234 -4.528 1.136
N -1.985 -3.946 -0.197
H 1.905 -3.973 -1.127
H 2.140 -3.553 0.420
H 1.836 -5.948 0.311
H 0.350 -5.654 -0.567
H 0.283 -4.164 1.942
H 0.745 -5.809 2.287
H -1.538 -5.999 2.478
H -1.349 -6.462 0.805
H -2.173 -3.716 1.866
H -3.246 -4.939 1.194
H -2.787 -3.383 -0.481
H -1.918 -4.678 -0.901
O 2.045 -1.665 -2.133
C 1.829 -0.564 -1.613
O 1.247 -0.471 -0.455
C 2.074 0.723 -2.290
C 2.896 0.784 -3.405
C 3.038 1.981 -4.084
C 2.336 3.094 -3.649
C 1.500 3.025 -2.540
C 1.362 1.837 -1.832
P 0.087 1.593 -0.481
C 1.161 1.957 1.001
C 2.536 1.728 0.995
C 3.313 2.080 2.087
C 2.730 2.671 3.200
C 1.368 2.923 3.207
C 0.592 2.567 2.114
C -0.888 3.144 -0.491
C -2.256 3.151 -0.754
C -2.964 4.343 -0.753
C -2.314 5.542 -0.499
C -0.953 5.546 -0.239
C -0.246 4.353 -0.231
H 3.394 -0.120 -3.732
H 3.670 2.041 -4.960
H 2.417 4.026 -4.194
H 0.931 3.899 -2.263
H 3.012 1.292 0.130
H 4.381 1.900 2.063
H 3.339 2.940 4.054
H 0.899 3.379 4.069
H -0.472 2.768 2.133
H -2.768 2.221 -0.954
H -4.027 4.332 -0.956
H -2.871 6.471 -0.501
H -0.437 6.476 -0.033
H 0.814 4.368 -0.003
O -0.379 0.877 -7.886
N -0.527 1.174 -6.717
O -0.551 2.316 -6.296
C -0.635 0.095 -5.744
C -0.823 0.413 -4.398
C -0.879 -0.606 -3.495
C -0.694 -1.988 -3.842
O -0.566 -2.887 -2.925
C -0.589 -2.233 -5.229
C -0.528 -1.211 -6.164
N -0.458 -3.600 -5.728
O -0.930 -4.499 -5.065
O 0.091 -3.756 -6.804
N -0.988 -0.410 -2.081
O -2.099 -1.047 -1.566
O -0.966 0.931 -1.708
H -0.898 1.443 -4.081
H -0.382 -1.446 -7.206
C 0.272 0.686 7.256
C -0.134 0.548 5.815
C 0.554 -0.281 4.947
C 0.183 -0.421 3.610
C 1.046 -1.307 2.751
C -0.928 0.282 3.131
Te -1.649 0.057 1.136
C -1.638 1.130 3.997
C -2.821 1.937 3.536
C -1.223 1.255 5.316
H 1.224 0.192 7.446
H -0.477 0.237 7.912
H 0.366 1.735 7.540
H 1.423 -0.823 5.306
H 2.093 -1.194 3.039
H 0.971 -1.051 1.700
H 0.778 -2.360 2.887
H -3.646 1.296 3.218
H -2.562 2.562 2.679
H -3.178 2.583 4.338
H -1.768 1.920 5.978



No. 2
Here is a cluster of 7 separate species, C38H39N9S in total from the Open Molecules 2025 dataset. Energies are from ωB97M-V/def2-TZVPD.

Calculated values
* energy: -64278.039 eV
* HOMO level: -8.728 eV
* net charge: 0

Geometry (Å):
N -2.411 0.562 0.193
C -0.894 0.498 0.081
C -0.207 1.795 0.777
C 0.450 1.285 2.155
C 1.557 0.130 2.150
C 2.205 -0.438 3.444
C 1.750 0.224 4.805
N 2.215 -0.102 6.137
S 1.370 1.019 7.137
N 0.367 1.963 6.129
C 0.672 1.410 4.813
C -0.011 1.939 3.476
H -2.574 0.418 1.215
H -2.805 -0.310 -0.226
H -0.557 0.352 -1.026
H -0.605 -0.488 0.627
H 0.592 2.289 0.109
H -1.031 2.571 0.927
H 1.820 -0.285 1.117
H 2.978 -1.278 3.358
H -0.791 2.790 3.480
N 0.541 1.182 -2.930
C -0.244 1.527 -3.965
C 0.238 1.865 -5.219
C 1.611 1.852 -5.420
C 2.445 1.501 -4.369
C 1.866 1.175 -3.154
H -1.309 1.526 -3.757
H -0.442 2.133 -6.018
H 2.026 2.112 -6.387
H 3.521 1.481 -4.491
H 2.477 0.891 -2.302
N -4.109 -1.081 6.666
C -5.257 -0.514 6.261
C -5.324 0.698 5.593
C -4.138 1.369 5.330
C -2.937 0.807 5.740
C -2.976 -0.412 6.398
H -6.156 -1.075 6.492
H -6.279 1.108 5.287
H -4.150 2.322 4.810
H -1.994 1.303 5.551
H -2.063 -0.894 6.734
N 3.407 0.310 -7.724
C 2.622 0.655 -8.759
C 3.104 0.994 -10.013
C 4.476 0.981 -10.215
C 5.311 0.631 -9.163
C 4.732 0.304 -7.948
H 1.557 0.653 -8.551
H 2.423 1.262 -10.811
H 4.892 1.242 -11.182
H 6.387 0.611 -9.285
H 5.342 0.020 -7.097
N -2.503 7.573 4.297
C -2.868 6.415 4.872
C -1.975 5.418 5.233
C -0.626 5.625 4.985
C -0.221 6.812 4.391
C -1.191 7.748 4.070
H -3.933 6.299 5.042
H -2.326 4.504 5.697
H 0.104 4.868 5.252
H 0.824 7.005 4.182
H -0.924 8.693 3.607
N 0.524 -2.937 -4.120
C 0.164 -4.208 -3.870
C -0.657 -4.584 -2.820
C -1.135 -3.595 -1.974
C -0.779 -2.274 -2.205
C 0.046 -1.998 -3.285
H 0.566 -4.945 -4.558
H -0.917 -5.625 -2.668
H -1.780 -3.851 -1.140
H -1.134 -1.478 -1.564
H 0.350 -0.981 -3.511
N -0.653 -6.088 0.801
C -1.019 -7.250 1.368
C -0.128 -8.250 1.724
C 1.222 -8.044 1.478
C 1.629 -6.855 0.892
C 0.662 -5.914 0.576
H -2.084 -7.366 1.537
H -0.480 -9.166 2.181
H 1.950 -8.804 1.742
H 2.675 -6.662 0.686
H 0.932 -4.967 0.119



No. 3
Here is a structure of composition C38H39NOP2RuSi from the Open Molecules 2025 dataset. Energies are from ωB97M-V/def2-TZVPD.

Calculated values
* energy: -72593.990 eV
* energy relative to the best compared isomer or geometry (same formula, charge and spin): 2.0722 eV
* HOMO level (alpha / beta): -12.124 / -13.112 eV
* net charge: +2
* multiplicity: 5

Geometry (Å):
C 3.945 -1.356 1.992
C 2.589 -1.035 1.802
C 2.057 -1.581 0.569
C 2.234 -3.007 0.524
C 3.514 -3.478 0.884
C 4.407 -2.579 1.475
C 0.973 -3.670 0.286
C 0.402 -3.146 -0.949
C 0.845 -1.851 -1.405
C 1.083 -1.622 -2.792
C 0.404 -2.441 -3.694
C -0.371 -3.518 -3.224
C -0.346 -3.895 -1.878
H 4.590 -0.714 2.594
H 3.782 -4.517 0.676
H 5.445 -2.881 1.630
H 0.826 -4.744 0.424
H 0.474 -2.197 -4.763
H -0.976 -4.076 -3.942
H -0.878 -4.772 -1.499
N 1.329 -0.975 -0.409
Ru 0.092 0.366 -0.865
C 1.577 -0.866 2.889
H 0.849 -0.066 2.658
H 2.040 -0.652 3.863
C 1.976 -0.486 -3.232
H 3.037 -0.665 -2.976
H 1.897 -0.290 -4.308
P 0.585 -2.487 3.030
P 1.497 1.079 -2.378
C 1.162 2.317 -3.643
H 0.860 3.257 -3.163
H 2.073 2.499 -4.226
H 0.367 1.964 -4.312
C 3.066 1.627 -1.652
H 3.803 1.760 -2.454
H 2.892 2.576 -1.128
H 3.411 0.854 -0.954
C 0.630 -3.140 4.714
H 1.668 -3.119 5.065
H -0.010 -2.527 5.361
H 0.265 -4.175 4.739
C -1.074 -1.770 2.835
H -1.827 -2.557 2.697
H -1.315 -1.175 3.732
H -1.080 -1.118 1.950
C -1.470 -0.165 -1.656
O -2.430 -0.516 -2.241
H 0.678 -3.679 2.044
C -3.811 0.956 3.482
C -3.877 0.295 2.255
C -3.000 0.656 1.225
C -2.053 1.674 1.408
C -2.006 2.339 2.642
C -2.878 1.978 3.674
Si -1.001 2.209 -0.073
C -2.303 2.826 -1.302
C -2.082 2.714 -2.671
C -3.020 3.187 -3.590
C -4.211 3.750 -3.126
C -4.439 3.863 -1.752
C -3.479 3.419 -0.840
C 0.210 3.624 0.140
C 0.096 4.758 -0.676
C 0.970 5.835 -0.511
C 1.943 5.804 0.492
C 2.060 4.671 1.304
C 1.219 3.569 1.108
H -4.493 0.675 4.284
H -4.595 -0.513 2.093
H -3.073 0.128 0.270
H -1.295 3.155 2.785
H -2.835 2.496 4.636
H -1.167 2.246 -3.033
H -2.810 3.092 -4.657
H -4.954 4.109 -3.836
H -5.366 4.290 -1.376
H -3.654 3.505 0.233
H -0.699 4.803 -1.425
H 0.863 6.706 -1.156
H 2.589 6.671 0.651
H 2.804 4.649 2.099
H 1.340 2.664 1.710